[1]
Molecular formula: C24H46BrClN7O3SSiV
Method: DFT, wB97M-V/def2-TZVPD

- HOMO (alpha / beta): -4.1 / -4.7 eV
- Frontier orbital gap (alpha / beta): 6.488 / 7.177 eV
- LUMO energy (alpha / beta): 2.44 / 2.44 eV
- Multiplicity: 4
- Net charge: -1

Last column: Mulliken charge in e.
CARTESIAN COORDINATES (ANGSTROEM)
1 V -0.6849 -0.3868 -0.8539  1.04
2 C 3.1016 1.6686 5.9737  -1.68
3 C 1.7845 2.4041 5.6907  1.96
4 C 0.7520 2.0179 6.7575  -1.71
5 C 2.0476 3.9055 5.8084  -2.09
6 C 1.2659 2.0159 4.3071  -0.09
7 C 0.9710 0.6822 4.0307  0.04
8 C 0.5043 0.3174 2.7901  -0.24
9 Br 0.1263 -1.5130 2.4748  -0.22
10 C 0.2992 1.2318 1.7273  0.51
11 O -0.1419 0.8246 0.5883  -0.33
12 C 0.5927 2.5914 2.0089  -0.80
13 C 1.0608 2.9268 3.2803  -0.48
14 C 0.4055 3.7480 1.0125  2.44
15 C 1.7341 4.5049 0.8539  -1.81
16 C -0.0475 3.3509 -0.3978  -2.13
17 C -0.6561 4.7108 1.5684  -1.74
18 H 3.4802 1.9228 6.9680  0.44
19 H 3.8572 1.9414 5.2349  0.37
20 H 2.9727 0.5870 5.9282  0.32
21 H 1.1117 2.2842 7.7557  0.45
22 H 0.5481 0.9469 6.7482  0.32
23 H -0.1925 2.5355 6.5804  0.38
24 H 2.4173 4.1329 6.8110  0.44
25 H 1.1384 4.4875 5.6460  0.38
26 H 2.7980 4.2412 5.0903  0.38
27 H 1.1009 -0.0846 4.7842  0.39
28 H 1.2712 3.9706 3.4687  0.17
29 H 2.5105 3.8410 0.4690  0.38
30 H 2.0911 4.9256 1.7945  0.32
31 H 1.6086 5.3293 0.1469  0.47
32 H 0.6654 2.6786 -0.8759  0.31
33 H -0.1167 4.2639 -0.9975  0.54
34 H -1.0176 2.8576 -0.3949  0.35
35 H -0.3740 5.1075 2.5448  0.30
36 H -1.6149 4.2012 1.6760  0.36
37 H -0.7918 5.5551 0.8865  0.46
38 N -2.6196 -2.8818 -0.1342  -0.10
39 N -3.3283 -4.0735 -0.1931  -0.51
40 C -3.0525 -5.0357 -1.0948  0.47
41 N -3.8219 -6.1634 -0.9291  -0.51
42 S -1.8389 -4.9967 -2.2237  -0.40
43 H -2.1011 -2.8031 0.7323  0.15
44 H -3.2166 -2.0678 -0.2509  0.23
45 H -3.9693 -4.2943 0.5558  0.21
46 H -4.7525 -6.0471 -0.5578  0.21
47 H -3.7369 -6.8241 -1.6814  0.25
48 O 0.3250 -2.1577 -1.3047  -0.33
49 O 1.3172 -1.0094 -1.3691  -0.47
50 C 1.5429 -4.0939 0.2085  -1.01
51 Si 2.0246 -2.6080 -0.8667  1.03
52 C 2.6881 -3.3046 -2.4827  -1.26
53 C 3.4653 -1.8519 0.1027  -1.12
54 H 2.3631 -4.8197 0.1967  0.40
55 H 0.6437 -4.5800 -0.1732  0.17
56 H 1.3782 -3.8148 1.2503  0.22
57 H 3.5768 -3.9155 -2.3093  0.35
58 H 2.9612 -2.5064 -3.1755  0.26
59 H 1.9418 -3.9369 -2.9680  0.25
60 H 4.1754 -2.6267 0.4047  0.34
61 H 3.0931 -1.3691 1.0103  0.23
62 H 3.9966 -1.0969 -0.4795  0.30
63 Cl -3.0611 0.2546 -0.3975  -0.70
64 C -1.4978 0.8238 -3.5750  -0.82
65 N -1.8817 0.8595 -4.9829  0.07
66 C -3.1015 0.0607 -5.1405  -0.63
67 N -2.9156 -1.3269 -4.7198  0.12
68 C -2.5214 -1.3291 -3.3112  -0.23
69 N -1.2731 -0.5562 -3.0912  1.15
70 C -0.2169 -1.1724 -3.9381  -0.64
71 N -0.5805 -1.1578 -5.3517  0.15
72 C -0.8183 0.2224 -5.7621  -0.64
73 C -1.8283 -1.9067 -5.5067  -0.64
74 H -2.2839 1.2670 -2.9601  0.19
75 H -0.5723 1.3899 -3.4348  0.23
76 H -3.4006 0.0788 -6.1922  0.33
77 H -3.8933 0.5088 -4.5366  0.36
78 H -2.3428 -2.3513 -2.9722  -0.50
79 H -3.3057 -0.8790 -2.7049  0.14
80 H -0.0741 -2.1970 -3.6023  0.01
81 H 0.7121 -0.6249 -3.7775  0.15
82 H -1.1003 0.2372 -6.8188  0.34
83 H 0.1036 0.7948 -5.6344  0.33
84 H -1.6674 -2.9361 -5.1803  0.33
85 H -2.1137 -1.9074 -6.5629  0.34

Forces on atoms 1 to 6 (eV/Å):
V 0.0175 0.0325 -0.2107
C 0.0164 -0.0082 0.0022
C 0.0140 0.0069 -0.0284
C -0.0181 0.0024 0.0348
C -0.0063 0.0197 0.0046
C -0.0016 -0.0391 0.0349



[2]
Molecular formula: C2H13N2O2
Method: DFT, wB97M-V/def2-TZVPD

- HOMO: -12.7 eV
- Frontier orbital gap: 9.512 eV
- LUMO energy: -3.23 eV
- Multiplicity: 1
- Energy above the lowest of the compared OMol25 structures with the same formula, charge and spin: 24.8 kcal/mol
- Net charge: +1

Last column: Mulliken charge in e.
CARTESIAN COORDINATES (ANGSTROEM)
1 N -0.4515 0.2591 -0.2184  -0.21
2 C -0.3068 -0.0113 1.2442  -0.62
3 C 0.8247 -0.9458 1.5418  -0.27
4 N 1.1256 -0.8264 2.9637  -0.54
5 H 0.4566 0.2644 -0.6888  0.39
6 H -1.0187 -0.3613 -0.8066  0.26
7 H -0.7684 1.2159 -0.3736  0.37
8 H -0.0880 0.9527 1.7193  0.34
9 H -1.2631 -0.2594 1.7040  0.34
10 H 0.6297 -2.0040 1.3561  0.29
11 H 1.7203 -0.5695 1.0405  0.28
12 H 0.4164 -0.5478 3.6158  0.19
13 H 1.6856 -1.5339 3.4199  0.21
14 H 2.2507 3.2427 -2.7732  0.33
15 H 1.1244 3.5607 -3.7973  0.33
16 O 1.5460 2.8480 -3.3095  -0.66
17 H -2.5182 -2.4859 -0.9728  0.32
18 H -2.9217 -1.5464 -2.1398  0.31
19 O -2.4707 -1.5804 -1.3049  -0.67

Forces on atoms 1 to 6 (eV/Å):
N 0.5884 0.7731 -0.7943
C -0.3782 0.7233 0.5614
C 0.5222 -0.5094 1.7297
N 0.4394 0.5227 0.6541
H 0.3123 -0.1363 0.2736
H -0.7452 -0.5860 0.4295



[3]
Molecular formula: C6H11NO3S
Method: DFT, wB97M-V/def2-TZVPD

- HOMO (alpha / beta): -8.1 / -6.9 eV
- Frontier orbital gap (alpha / beta): 8.677 / 5.921 eV
- LUMO energy (alpha / beta): 0.61 / -0.94 eV
- Multiplicity: 1
- Energy above the lowest of the compared OMol25 structures with the same formula, charge and spin: 154.2 kcal/mol
- Net charge: 0

Last column: Mulliken charge in e.
CARTESIAN COORDINATES (ANGSTROEM)
1 C 2.0770 -0.8322 -1.2204  -0.74
2 C -0.1995 1.6186 0.4627  -0.30
3 C 0.7873 -1.1237 -0.3173  0.05
4 C 1.3784 -0.8364 0.9632  -0.75
5 C -1.0435 0.4929 0.0016  -0.13
6 C -2.8400 -0.9549 0.6599  -0.58
7 N -0.0205 2.7548 -0.2884  -0.41
8 O 4.0860 -0.9708 0.4213  -0.63
9 O -0.3738 -0.4692 -0.8449  -0.39
10 O -1.7452 -0.1089 1.1048  -0.38
11 S 2.8696 -0.1520 0.3253  0.43
12 H 2.5982 -1.7598 -1.4182  0.36
13 H 1.8371 -0.2963 -2.1496  0.34
14 H 0.2979 1.6025 1.3824  0.52
15 H 0.3836 -2.1280 -0.4127  0.46
16 H 0.8628 -0.7319 1.8942  0.58
17 H -1.7689 0.9440 -0.7227  0.40
18 H -3.5219 -1.1440 1.4826  0.25
19 H -2.4404 -1.8905 0.3294  0.25
20 H -3.3269 -0.3853 -0.2846  0.25
21 H -0.2667 2.7480 -1.3279  0.21
22 H 0.3693 3.6232 -0.0406  0.21

Forces on atoms 1 to 6 (eV/Å):
C -2.0791 -0.2614 1.3350
C 0.3510 0.3129 -0.4919
C -0.2627 -0.7697 -2.3222
C 0.0157 0.9824 -0.1483
C -0.7645 0.1287 -0.7496
C 0.2043 2.2387 -2.0111



[4]
Molecular formula: C28H55FO10
Method: DFT, wB97M-V/def2-TZVPD

- HOMO: -8.2 eV
- Frontier orbital gap: 8.546 eV
- LUMO energy: 0.37 eV
- Multiplicity: 1
- Net charge: 0

Last column: Mulliken charge in e.
CARTESIAN COORDINATES (ANGSTROEM)
1 C 0.7127 3.3491 -0.8957  -0.01
2 C 2.0392 2.5466 -0.5706  0.65
3 O 1.9357 2.3643 0.8252  -0.45
4 C 1.0361 3.1914 1.3466  0.80
5 O 0.8687 3.2736 2.5565  -0.64
6 O 0.4470 3.8278 0.3698  -0.44
7 F 3.2141 3.1614 -0.8281  -0.55
8 H -0.0819 2.6867 -1.2391  -0.84
9 H 0.9924 4.0647 -1.6690  0.79
10 H 2.1002 1.6442 -1.1788  0.45
11 C 2.2602 1.0517 -2.5734  -0.26
12 C 2.4364 0.2377 -3.7745  0.25
13 C 1.7170 1.0682 -4.8087  -0.87
14 O 1.8728 2.4148 -4.4020  -0.57
15 C 2.3879 2.5381 -3.0070  -0.36
16 H 2.8861 0.7932 -1.7193  0.59
17 H 1.2674 0.8032 -2.1984  -0.66
18 H 2.0550 -0.7754 -3.6471  0.73
19 H 3.4681 0.1998 -4.1240  0.59
20 H 0.6623 0.7965 -4.7649  0.20
21 H 2.0087 0.7908 -5.8216  0.50
22 H 1.8823 3.2174 -2.3207  -0.31
23 H 3.4268 2.8674 -2.9912  0.41
24 C -0.8672 0.3347 0.1407  0.42
25 C 0.1679 -0.6908 -0.2874  0.56
26 C 0.6213 -0.0259 -1.6178  1.17
27 O 0.6501 1.3723 -1.3982  0.00
28 C -0.1805 1.6290 -0.2897  1.15
29 H -1.0863 0.2513 1.2052  -0.54
30 H -1.7776 0.0546 -0.3893  0.44
31 H -0.2115 -1.7097 -0.3652  -2.70
32 H 1.0382 -0.8201 0.3559  1.16
33 H -0.1251 -0.1776 -2.3975  -0.85
34 H 1.5463 -0.4897 -1.9604  -0.82
35 H -0.9212 2.3044 -0.7178  0.36
36 H 0.3386 2.2045 0.4767  -0.49
37 C -1.1669 0.9017 2.6556  1.34
38 C -1.0712 1.9849 1.5974  -1.23
39 C -1.9614 3.0380 2.2885  -0.39
40 O -3.0548 2.2622 2.6656  -0.57
41 C -2.5906 1.0125 3.0144  -1.18
42 H -0.6486 1.2609 3.5447  0.64
43 H -0.8313 -0.1051 2.4067  -1.33
44 H -1.5584 1.6405 0.6852  -2.18
45 H -0.1149 2.4786 1.4244  0.40
46 H -2.5031 3.6874 1.6009  0.31
47 H -1.6597 3.6112 3.1651  0.29
48 H -3.1331 0.2580 2.4447  0.58
49 H -2.6967 0.9531 4.0976  0.52
50 C 0.6980 -1.8530 3.1754  -1.97
51 C -0.1418 -1.2076 4.2496  -0.59
52 C -1.5549 -1.1470 3.6141  0.06
53 O -1.4085 -1.5948 2.2486  0.03
54 C 0.0390 -1.4592 1.8416  1.40
55 H 0.7732 -2.9321 3.3098  0.31
56 H 1.6819 -1.3847 3.1488  0.49
57 H 0.2483 -0.2479 4.5887  0.35
58 H -0.2101 -1.8694 5.1131  0.46
59 H -2.0517 -0.1783 3.6671  -0.79
60 H -2.1409 -1.9529 4.0560  0.66
61 H 0.2113 -0.5183 1.3190  0.14
62 H 0.2589 -2.2866 1.1669  0.60
63 C 2.4528 -3.7153 -0.6468  -0.86
64 C 3.2997 -2.8969 -1.6693  -0.55
65 C 2.5390 -1.6309 -1.9218  0.09
66 O 1.3429 -1.8542 -1.0713  0.05
67 C 1.0620 -3.2508 -0.8979  0.60
68 H 2.5957 -3.3547 0.3719  0.26
69 H 2.6454 -4.7871 -0.6008  0.44
70 H 3.4499 -3.3625 -2.6434  0.32
71 H 4.2306 -2.7627 -1.1185  0.27
72 H 2.1836 -1.4559 -2.9372  -0.64
73 H 3.1086 -0.7686 -1.5751  -0.10
74 H 0.5702 -3.7242 -1.7477  0.49
75 H 0.3827 -3.4119 -0.0608  0.65
76 C -1.4720 -3.3038 -0.3142  0.63
77 C -2.3863 -2.2952 -0.9714  -0.57
78 C -3.0553 -1.5553 0.2135  0.81
79 O -3.1429 -2.5692 1.2079  -0.61
80 C -1.9581 -3.3517 1.1477  -0.60
81 H -0.4420 -2.9474 -0.3243  -2.02
82 H -1.6748 -4.2815 -0.7515  0.75
83 H -3.0702 -2.6944 -1.7203  0.11
84 H -1.7400 -1.6891 -1.6063  0.20
85 H -4.1012 -1.2955 0.0499  0.68
86 H -2.5847 -0.7176 0.7282  -0.48
87 H -2.0705 -4.3596 1.5472  0.52
88 H -1.2780 -2.8329 1.8232  0.39
89 C -2.4439 3.0099 -0.5732  -0.48
90 O -2.5311 1.6226 -0.7313  -0.39
91 H -1.8924 3.3391 -1.4539  0.43
92 H -3.4017 3.5244 -0.4958  0.39
93 H -1.8535 3.3667 0.2707  0.13
94 H -2.9645 1.3044 0.0640  0.87

Forces on atoms 1 to 6 (eV/Å):
C 5.0427 4.1819 -1.6342
C 1.3200 0.8883 1.1063
O 2.8950 -0.5645 0.3674
C 4.5363 2.8448 4.2443
O 1.5988 1.6566 -1.3885
O -1.7717 5.3550 0.6435



Which energy belongs to each record? In order, -6217.1574; -343.7369; -913.6597; -1950.2498 Eh.